[1]
A gas-phase ion, C3H6IN2 (charge +1). Source: OMol25; level of theory: wB97M-V/def2-TZVPD.

Each line ends with the Löwdin charge.
CARTESIAN COORDINATES (ANGSTROEM)
C: 1.03 1.13 -0.36  -0.220
C: 0.30 0.51 0.94  -0.130
C: -0.97 -1.42 -0.11  -0.528
N: 0.77 0.97 -1.55  0.103
N: -0.80 -0.23 0.43  -0.099
I: 0.55 -2.84 -0.10  1.057
H: 1.76 1.97 -0.25  0.133
H: 0.97 -0.26 1.46  0.118
H: 0.07 1.31 1.71  0.157
H: -1.95 -1.67 -0.58  0.103
H: -1.68 0.31 0.15  0.205
H: -0.06 0.22 -1.74  0.102

As for the spin multiplicity: 1. Its HOMO-LUMO gap is 8.79 eV. As for the charge: +1.


[2]
5 unconnected molecules or ions with the total composition C9H20Cl6O3. Source: OMol25; level of theory: wB97M-V/def2-TZVPD.

Each line ends with the Löwdin charge.
CARTESIAN COORDINATES (ANGSTROEM)
C: -0.70 -1.23 0.59  -0.216
C: -2.18 -0.94 0.87  -0.169
C: -2.64 -0.12 -0.36  -0.178
O: -1.64 -0.34 -1.37  -0.138
C: -0.70 -1.30 -0.93  -0.216
H: -0.30 -2.10 1.11  0.052
H: -0.07 -0.43 0.98  0.061
H: -2.34 -0.48 1.85  0.104
H: -2.76 -1.86 1.01  0.098
H: -2.61 0.93 -0.09  0.109
H: -3.62 -0.45 -0.70  0.114
H: 0.27 -1.04 -1.38  0.119
H: -0.85 -2.34 -1.25  0.087
C: 1.57 2.09 -2.90  -0.274
C: 1.81 3.55 -2.70  -0.246
O: 0.62 4.15 -2.16  -0.085
O: 1.01 1.75 -4.15  -0.047
H: 1.09 1.63 -2.02  0.095
H: 2.56 1.62 -2.88  0.125
H: 2.06 4.03 -3.65  0.122
H: 2.65 3.70 -2.01  0.101
H: 0.81 5.07 -1.94  0.084
H: 0.09 2.04 -4.13  0.092
C: 2.41 -0.73 3.39  -0.983
Cl: 2.42 -1.64 1.87  0.529
Cl: 3.52 0.65 3.32  0.480
H: 1.40 -0.35 3.52  0.013
H: 2.74 -1.39 4.18  0.021
C: 0.32 2.55 0.76  -1.020
Cl: -0.35 2.39 2.37  0.542
Cl: 2.09 2.38 0.76  0.518
H: -0.10 1.81 0.07  0.005
H: 0.10 3.51 0.30  0.017
C: -1.82 -5.54 1.56  -1.020
Cl: -1.55 -4.49 2.94  0.524
Cl: -1.04 -4.94 0.08  0.530
H: -1.39 -6.52 1.74  0.022
H: -2.88 -5.64 1.37  0.025

As for the spin multiplicity: 1. Its HOMO-LUMO gap is 10.13 eV.


Number 1: LUMO -0.2058 Eh, highest occupied orbital energy -0.52890 Ha, strongest force on any atom 0.0956 hartree/bohr. Number 2: LUMO 0.0195 Eh, highest occupied orbital energy -0.35290 Ha, strongest force on any atom 0.0311 hartree/bohr.